1.
# C5H9N

The molecule C5H9N (ωB97M-V/def2-TZVPD, the Open Molecules 2025 dataset).

**Energy above the lowest of the compared OMol25 structures with the same formula, charge and spin**: 57.5 kcal/mol
**Multiplicity**: 1
**E_HOMO**: -8.5 eV
**Orbital gap**: 9.6 eV
**Structure (SMILES)**: C1=CCNCC1
**Total charge**: 0
**Calculated total energy**: -250.57526 hartree
**F_max**: 0.0932 hartree/bohr

CARTESIAN COORDINATES (ANGSTROEM)
N (-0.63536, -1.25364, -0.34622)
C (-1.42839, -0.15783, 0.09936)
C (0.60600, -1.14374, 0.32182)
C (1.42397, 0.16775, -0.10205)
C (-0.87218, 1.13750, 0.00614)
C (0.44816, 1.27213, -0.13131)
H (2.23001, 0.26720, 0.74431)
H (1.01140, -1.93802, -0.22995)
H (-0.61429, -1.20632, -1.35448)
H (-2.40518, -0.02409, -0.33108)
H (1.85259, -0.09710, -1.09222)
H (0.63339, -0.93316, 1.36001)
H (-1.74925, -0.25904, 1.25426)
H (0.99611, 2.21602, -0.21167)
H (-1.49698, 1.95236, 0.01308)

Taken from the Löwdin analysis, the atomic charges in e are: atom 1 (N): -0.060, atom 2 (C): -0.301, atom 3 (C): -0.232, atom 4 (C): -0.188, atom 5 (C): -0.128, atom 6 (C): -0.125, atom 7 (H): 0.140, atom 8 (H): 0.096, atom 9 (H): 0.125, atom 10 (H): 0.107, atom 11 (H): 0.107, atom 12 (H): 0.109, atom 13 (H): 0.169, atom 14 (H): 0.099, atom 15 (H): 0.082


2.
# C13H16BIN5RuS2SbSe4

A structure of composition C13H16BIN5RuS2SbSe4 (ωB97M-V/def2-TZVPD, the Open Molecules 2025 dataset).

**Energy above the lowest of the compared OMol25 structures with the same formula, charge and spin**: 35.9 kcal/mol
**Multiplicity**: 6
**⟨S²⟩**: 8.7824
**E_HOMO (spin up / spin down)**: -4.6 / -4.6 eV
**Orbital gap (spin up / spin down)**: 6.3 / 5.5 eV
**Total charge**: -1
**Calculated total energy**: -11838.66004 hartree
**F_max**: 0.0893 hartree/bohr

CARTESIAN COORDINATES (ANGSTROEM)
I (-0.99148, -1.40715, -5.52119)
Sb (3.09622, -3.19469, -1.36469)
Ru (0.93881, -1.99395, 0.06575)
Se (1.38679, -4.20176, 0.13851)
Se (2.70422, -0.73789, -0.94039)
Se (2.51619, -3.52196, -3.70523)
Se (5.42420, -3.56710, -0.54300)
S (0.56512, -1.11204, 2.07960)
S (0.27598, 3.54535, -0.17210)
N (-1.90639, 2.07877, -1.04349)
N (-1.37783, 1.83575, 1.10416)
N (2.73521, 0.61441, 2.90809)
N (-0.82052, -1.76689, -1.23739)
N (0.76732, 1.61341, 2.50205)
C (-1.50074, -1.78116, -3.51144)
C (-3.04888, -2.44503, -1.77286)
C (2.85144, 1.94174, 3.19517)
C (-0.97049, 2.53332, -0.05794)
C (-2.42599, 0.99866, 0.82834)
C (-1.99349, 2.47030, -2.48665)
C (3.86236, -0.34225, 3.00277)
C (1.67210, 2.54778, 2.96867)
C (-2.01569, -2.28441, -0.86049)
C (-2.66757, 1.10028, -0.50491)
C (-0.59157, -1.40170, -2.52247)
C (-2.71296, -2.40862, -3.17644)
C (1.39246, 0.40535, 2.46304)
B (-0.77156, 2.02355, 2.45075)
H (-3.37872, -2.73513, -3.98348)
H (-2.94728, 0.42399, 1.55618)
H (-1.36393, 1.38106, 3.29728)
H (0.32054, -0.73720, -2.63025)
H (-0.97081, 3.17628, 2.77764)
H (4.36136, -0.38532, 2.03390)
H (1.34051, 3.55410, 3.16567)
H (-2.16428, -2.49943, 0.15072)
H (3.87438, 2.28219, 3.37491)
H (3.45361, -1.40528, 3.23684)
H (-1.04064, 2.37237, -2.96976)
H (-2.36231, 3.54210, -2.51991)
H (-3.25992, 0.44527, -1.19126)
H (4.47912, 0.05871, 3.80578)
H (-2.72754, 1.78990, -2.90510)
H (-4.00733, -2.80568, -1.48539)

Taken from the Löwdin analysis, the atomic charges in e are: atom 1 (I): 0.840, atom 2 (Sb): -0.322, atom 3 (Ru): 0.233, atom 4 (Se): 0.011, atom 5 (Se): 0.056, atom 6 (Se): -0.224, atom 7 (Se): -0.260, atom 8 (S): 0.514, atom 9 (S): 0.604, atom 10 (N): -0.122, atom 11 (N): -0.038, atom 12 (N): -0.114, atom 13 (N): -0.096, atom 14 (N): 0.004, atom 15 (C): -0.702, atom 16 (C): -0.045, atom 17 (C): -0.081, atom 18 (C): -0.798, atom 19 (C): -0.097, atom 20 (C): -0.019, atom 21 (C): -0.012, atom 22 (C): -0.087, atom 23 (C): -0.140, atom 24 (C): -0.139, atom 25 (C): -0.226, atom 26 (C): -0.096, atom 27 (C): -0.581, atom 28 (B): -0.545, atom 29 (H): 0.097, atom 30 (H): 0.105, atom 31 (H): 0.071, atom 32 (H): 0.082, atom 33 (H): 0.071, atom 34 (H): 0.074, atom 35 (H): 0.114, atom 36 (H): 0.092, atom 37 (H): 0.128, atom 38 (H): 0.119, atom 39 (H): 0.066, atom 40 (H): 0.104, atom 41 (H): 0.117, atom 42 (H): 0.080, atom 43 (H): 0.069, atom 44 (H): 0.092


3.
# C9H9Cl3F3O9Pd

A structure of composition C9H9Cl3F3O9Pd (ωB97M-V/def2-TZVPD, the Open Molecules 2025 dataset).

**Energy above the lowest of the compared OMol25 structures with the same formula, charge and spin**: 155.3 kcal/mol
**Multiplicity**: 3
**⟨S²⟩**: 2.0105
**E_HOMO (spin up / spin down)**: -4.8 / -4.7 eV
**Orbital gap (spin up / spin down)**: 6.8 / 3.0 eV
**Total charge**: -1
**Calculated total energy**: -2833.44985 hartree
**F_max**: 0.1034 hartree/bohr

CARTESIAN COORDINATES (ANGSTROEM)
Pd (0.61097, 0.13087, 1.35550)
Cl (3.66108, 1.52899, 2.38097)
Cl (1.68816, -2.76339, -0.70681)
Cl (-1.55363, 2.52186, 3.29207)
F (4.94496, 3.75293, -4.51084)
F (-3.33133, 1.22258, -4.37835)
F (2.09277, -3.45884, 8.60701)
O (-4.84359, 0.55252, -1.92273)
O (0.02922, -4.09523, 5.96699)
O (0.66389, -2.29873, 4.69727)
O (1.36301, -2.58118, 6.76417)
O (-3.27173, -0.48156, -3.01974)
O (1.65782, 3.48551, -4.31951)
O (1.50660, 2.34454, -2.32292)
O (-2.88274, -0.28338, -0.85503)
O (3.46341, 2.52976, -3.49492)
C (-4.05426, 0.16334, -3.97526)
C (2.80136, 3.98908, -5.13935)
C (3.87517, 3.01841, -4.74789)
C (0.67093, -2.92797, 5.72803)
C (0.74617, -4.61469, 7.05731)
C (-5.31436, 0.50953, -3.28417)
C (-3.62985, -0.03195, -1.82589)
C (2.10714, 2.67697, -3.36238)
C (1.02138, -3.36398, 7.85636)
H (-6.16738, -0.16294, -3.37498)
H (1.59106, -5.22151, 6.73172)
H (0.16265, -2.90816, 8.34922)
H (4.24349, 2.25857, -5.43715)
H (3.16460, 4.99666, -4.93701)
H (-4.12944, -0.46064, -4.86582)
H (-5.50182, 1.51766, -3.65379)
H (2.63525, 3.68883, -6.17393)
H (-0.02086, -5.23445, 7.52170)

Taken from the Löwdin analysis, the atomic charges in e are: atom 1 (Pd): 0.650, atom 2 (Cl): -0.116, atom 3 (Cl): -0.817, atom 4 (Cl): -0.712, atom 5 (F): 0.075, atom 6 (F): 0.084, atom 7 (F): 0.120, atom 8 (O): 0.083, atom 9 (O): 0.083, atom 10 (O): 0.171, atom 11 (O): 0.160, atom 12 (O): 0.149, atom 13 (O): 0.075, atom 14 (O): 0.129, atom 15 (O): 0.127, atom 16 (O): 0.134, atom 17 (C): -0.359, atom 18 (C): 0.004, atom 19 (C): -0.373, atom 20 (C): -0.584, atom 21 (C): -0.081, atom 22 (C): -0.042, atom 23 (C): -0.503, atom 24 (C): -0.497, atom 25 (C): -0.343, atom 26 (H): 0.145, atom 27 (H): 0.152, atom 28 (H): 0.182, atom 29 (H): 0.172, atom 30 (H): 0.146, atom 31 (H): 0.169, atom 32 (H): 0.143, atom 33 (H): 0.134, atom 34 (H): 0.138


4.
# H8N2OSi2

A structure of composition H8N2OSi2 (ωB97M-V/def2-TZVPD, the Open Molecules 2025 dataset).

**Energy above the lowest of the compared OMol25 structures with the same formula, charge and spin**: 37.7 kcal/mol
**Multiplicity**: 1
**E_HOMO**: -8.4 eV
**Orbital gap**: 8.9 eV
**Total charge**: 0
**Calculated total energy**: -768.57159 hartree
**F_max**: 0.0940 hartree/bohr

CARTESIAN COORDINATES (ANGSTROEM)
Si (-2.39214, 0.18041, 0.03080)
Si (0.80257, 0.58109, 0.19792)
O (-0.81793, 0.61954, 0.15831)
N (1.58263, -0.23047, -1.87485)
N (1.45122, -0.49235, 1.29921)
H (-2.48228, -0.83618, 1.02599)
H (1.25029, 2.02240, 0.15825)
H (-2.47847, -0.49794, -1.33225)
H (-3.06021, 1.48886, 0.36177)
H (2.04866, 0.00671, 2.01033)
H (0.80298, -0.86979, -2.07603)
H (2.45239, -0.77319, -1.67244)
H (0.84029, -1.19908, 1.71297)

Taken from the Löwdin analysis, the atomic charges in e are: atom 1 (Si): 0.543, atom 2 (Si): 0.450, atom 3 (O): -0.511, atom 4 (N): -0.164, atom 5 (N): -0.096, atom 6 (H): -0.083, atom 7 (H): -0.012, atom 8 (H): -0.043, atom 9 (H): -0.045, atom 10 (H): 0.058, atom 11 (H): -0.086, atom 12 (H): -0.056, atom 13 (H): 0.045


5.
# C7H13BCl15FN2O4S

A cluster of 6 separate species, C7H13BCl15FN2O4S in total (ωB97M-V/def2-TZVPD, the Open Molecules 2025 dataset).

**Energy above the lowest of the compared OMol25 structures with the same formula, charge and spin**: 26.3 kcal/mol
**Multiplicity**: 1
**E_HOMO**: -10.5 eV
**Orbital gap**: 10.6 eV
**Structure (SMILES)**: CCON(B(N)O)S(=O)(=O)F.ClC(Cl)Cl.ClC(Cl)Cl.ClC(Cl)Cl.ClC(Cl)Cl.ClC(Cl)Cl
**Total charge**: 0
**Calculated total energy**: -8110.72390 hartree
**F_max**: 0.1172 hartree/bohr

CARTESIAN COORDINATES (ANGSTROEM)
Cl (2.80410, 2.97725, 1.10035)
Cl (-0.36770, -1.80421, -1.98884)
Cl (1.81504, 5.33621, -1.80590)
Cl (-1.03085, 5.10899, -2.33133)
Cl (0.77647, 8.38634, -6.78399)
Cl (3.73969, 0.58702, -0.25955)
Cl (-3.59052, 0.68544, 0.76968)
Cl (0.61896, 2.71933, -2.21954)
Cl (1.39834, 0.45984, 1.46294)
Cl (-0.16747, 5.78087, -5.92405)
Cl (-2.40541, 3.19190, -0.10332)
Cl (-0.24925, -4.01430, -3.87211)
Cl (-2.02002, 2.27701, 2.62785)
Cl (1.38164, 7.45055, -4.09756)
Cl (-2.82413, -3.00388, -2.97667)
S (0.46025, -5.08032, 1.73827)
F (1.83612, -5.71793, 1.12240)
O (-0.07033, -2.68283, 2.46406)
O (2.07500, -2.56315, 0.91247)
O (-0.18491, -6.06746, 2.63935)
O (-0.43044, -4.68773, 0.61862)
N (3.41796, -3.18687, 2.98146)
N (0.82836, -3.67696, 2.76411)
C (-1.32960, -2.83738, 3.12763)
C (0.56738, 4.43197, -2.66333)
C (2.32523, 1.46163, 0.33331)
C (0.19637, 7.43510, -5.41273)
C (-3.13176, 2.32226, 1.25315)
C (-2.29337, -1.84041, 2.38657)
C (-1.14063, -3.30029, -2.52353)
B (2.16022, -3.13880, 2.19851)
H (0.75832, 4.51310, -3.72691)
H (-2.30091, -2.04133, 1.29426)
H (-1.77017, -3.85323, 3.05702)
H (1.79826, -1.63511, 1.02098)
H (3.14598, -3.03875, 3.95431)
H (-4.02757, 2.85169, 1.55743)
H (-1.30475, -2.56352, 4.20476)
H (-1.12782, -4.00234, -1.69585)
H (-1.84262, -0.82717, 2.51870)
H (1.68353, 1.69301, -0.51348)
H (-0.71984, 7.88733, -5.04946)
H (3.80776, -4.12508, 2.86965)
H (-3.30154, -1.81123, 2.84220)

Taken from the Löwdin analysis, the atomic charges in e are: atom 1 (Cl): 0.537, atom 2 (Cl): 0.519, atom 3 (Cl): 0.509, atom 4 (Cl): 0.508, atom 5 (Cl): 0.532, atom 6 (Cl): 0.564, atom 7 (Cl): 0.562, atom 8 (Cl): 0.588, atom 9 (Cl): 0.613, atom 10 (Cl): 0.546, atom 11 (Cl): 0.500, atom 12 (Cl): 0.524, atom 13 (Cl): 0.525, atom 14 (Cl): 0.527, atom 15 (Cl): 0.516, atom 16 (S): 0.796, atom 17 (F): -0.166, atom 18 (O): -0.182, atom 19 (O): 0.071, atom 20 (O): -0.286, atom 21 (O): -0.277, atom 22 (N): 0.163, atom 23 (N): -0.063, atom 24 (C): -0.214, atom 25 (C): -1.520, atom 26 (C): -1.530, atom 27 (C): -1.518, atom 28 (C): -1.518, atom 29 (C): -0.097, atom 30 (C): -1.547, atom 31 (B): -0.616, atom 32 (H): -0.045, atom 33 (H): 0.071, atom 34 (H): 0.116, atom 35 (H): -0.024, atom 36 (H): 0.076, atom 37 (H): 0.014, atom 38 (H): 0.127, atom 39 (H): -0.013, atom 40 (H): 0.033, atom 41 (H): -0.104, atom 42 (H): 0.018, atom 43 (H): 0.083, atom 44 (H): 0.081


6.
# C12H17N4O

A cluster of 2 separate species, C12H17N4O in total (ωB97M-V/def2-TZVPD, the Open Molecules 2025 dataset).

**Energy above the lowest of the compared OMol25 structures with the same formula, charge and spin**: 202.5 kcal/mol
**Multiplicity**: 1
**E_HOMO**: -11.7 eV
**Orbital gap**: 7.5 eV
**Total charge**: +1
**Calculated total energy**: -761.07591 hartree
**F_max**: 0.1817 hartree/bohr

CARTESIAN COORDINATES (ANGSTROEM)
O (0.26960, -2.31744, -0.12216)
N (-2.34079, 2.86579, -3.73946)
N (-0.12598, 0.53928, -1.91454)
N (-1.07459, 2.86961, -1.68100)
N (-0.92817, 0.74149, -3.04270)
C (-1.51717, 2.12975, -2.92412)
C (1.88831, 3.02732, 3.14277)
C (2.08783, 1.50011, 2.57056)
C (1.06130, 4.18900, 2.33017)
C (-1.12074, -4.11634, 0.53767)
C (1.10365, -3.43213, 0.22274)
C (1.41185, 1.06525, 1.13935)
C (-1.08440, -2.63580, 0.22792)
C (0.55714, 2.22373, 0.33068)
C (-0.16898, 1.79711, -1.07568)
C (0.37340, 3.77253, 0.90062)
C (0.26582, -4.36021, 1.07501)
H (-0.24352, 4.58624, 0.31368)
H (2.67641, 0.70939, 3.20124)
H (0.42671, -0.32092, -1.63908)
H (-1.09245, 0.07014, -3.82537)
H (0.31621, -4.05019, 2.12545)
H (0.58535, -5.40341, 1.01064)
H (-1.26650, -4.68812, -0.38653)
H (0.95442, 5.30361, 2.74348)
H (1.41324, -3.91855, -0.70834)
H (-1.35071, -2.03997, 1.10774)
H (-3.38604, 2.94683, -3.65399)
H (-1.75186, -2.36225, -0.59388)
H (2.36431, 3.31469, 4.17408)
H (1.48827, -0.01199, 0.64408)
H (-1.87214, 3.46782, -4.47158)
H (-1.91665, -4.38623, 1.23636)
H (1.99686, -3.07616, 0.74420)

Taken from the Löwdin analysis, the atomic charges in e are: atom 1 (O): -0.194, atom 2 (N): 0.070, atom 3 (N): 0.067, atom 4 (N): 0.156, atom 5 (N): 0.087, atom 6 (C): -0.253, atom 7 (C): -0.031, atom 8 (C): -0.038, atom 9 (C): -0.038, atom 10 (C): -0.173, atom 11 (C): -0.200, atom 12 (C): 0.003, atom 13 (C): -0.208, atom 14 (C): -0.099, atom 15 (C): -0.075, atom 16 (C): 0.002, atom 17 (C): -0.171, atom 18 (H): 0.100, atom 19 (H): 0.095, atom 20 (H): 0.168, atom 21 (H): 0.185, atom 22 (H): 0.122, atom 23 (H): 0.124, atom 24 (H): 0.122, atom 25 (H): 0.111, atom 26 (H): 0.122, atom 27 (H): 0.122, atom 28 (H): 0.138, atom 29 (H): 0.114, atom 30 (H): 0.097, atom 31 (H): 0.089, atom 32 (H): 0.138, atom 33 (H): 0.124, atom 34 (H): 0.120


Question: What is the multiplicity in the second record?
Answer: 6


Repeat the fourth record exactly.
# H8N2OSi2

A structure of composition H8N2OSi2 (ωB97M-V/def2-TZVPD, the Open Molecules 2025 dataset).

**Energy above the lowest of the compared OMol25 structures with the same formula, charge and spin**: 37.7 kcal/mol
**Multiplicity**: 1
**E_HOMO**: -8.4 eV
**Orbital gap**: 8.9 eV
**Total charge**: 0
**Calculated total energy**: -768.57159 hartree
**F_max**: 0.0940 hartree/bohr

CARTESIAN COORDINATES (ANGSTROEM)
Si (-2.39214, 0.18041, 0.03080)
Si (0.80257, 0.58109, 0.19792)
O (-0.81793, 0.61954, 0.15831)
N (1.58263, -0.23047, -1.87485)
N (1.45122, -0.49235, 1.29921)
H (-2.48228, -0.83618, 1.02599)
H (1.25029, 2.02240, 0.15825)
H (-2.47847, -0.49794, -1.33225)
H (-3.06021, 1.48886, 0.36177)
H (2.04866, 0.00671, 2.01033)
H (0.80298, -0.86979, -2.07603)
H (2.45239, -0.77319, -1.67244)
H (0.84029, -1.19908, 1.71297)

Taken from the Löwdin analysis, the atomic charges in e are: atom 1 (Si): 0.543, atom 2 (Si): 0.450, atom 3 (O): -0.511, atom 4 (N): -0.164, atom 5 (N): -0.096, atom 6 (H): -0.083, atom 7 (H): -0.012, atom 8 (H): -0.043, atom 9 (H): -0.045, atom 10 (H): 0.058, atom 11 (H): -0.086, atom 12 (H): -0.056, atom 13 (H): 0.045